18
Properties=species:S:1:pos:R:3:forces:R:3:mulliken_charge:R:1 method="wB97M-V/def2-TZVPD" lumo_energy_ha=0.0248 orbital_gap_ev=7.96 e_above_lowest_kj_mol=210.5
C 2.0998 0.8881 -0.0281 0.1 0.0 0.0 -0.9013
N 0.6828 0.7475 -0.3848 -0.1 0.0 -0.1 -0.1923
C 0.0110 -0.6428 0.4111 0.0 0.0 0.1 0.7525
O 0.4825 -0.7412 1.5306 -0.2 0.0 -0.3 -0.6749
C -0.9163 -1.1791 -0.4092 0.1 0.0 0.0 -0.3816
C -1.8284 -2.2694 0.0821 -0.1 -0.1 0.1 -1.1089
C -0.1347 1.8798 0.0841 -0.1 0.0 0.1 -0.9331
H 2.4364 1.9207 -0.1603 -0.1 -0.2 0.0 0.3095
H 2.6990 0.2188 -0.6480 -0.1 0.1 0.1 0.3429
H 2.1865 0.5835 1.0182 0.0 0.1 -0.1 0.3181
H 0.5706 0.6256 -1.3880 0.0 0.0 0.1 0.3644
H -1.0477 -0.7903 -1.4160 0.0 0.0 0.2 0.2106
H -1.6280 -2.4750 1.1389 0.0 0.0 -0.2 0.2990
H -1.7143 -3.2136 -0.4669 0.0 0.2 0.1 0.2747
H -2.8831 -1.9731 -0.0032 0.2 -0.1 0.0 0.2732
H -1.1566 1.7358 -0.2691 0.1 0.1 0.1 0.3377
H -0.1259 1.8492 1.1761 0.0 0.1 -0.1 0.3702
H 0.2664 2.8355 -0.2676 0.0 -0.1 0.0 0.3393

=====

18
Properties=species:S:1:pos:R:3:forces:R:3:mulliken_charge:R:1 method="wB97M-V/def2-TZVPD" lumo_energy_ha="-0.0053 / -0.0053" orbital_gap_ev="6.96 / 6.96" e_above_lowest_kj_mol=364.1
C 2.5894 -0.0382 -0.3244 -0.1 -0.2 0.2 -0.4558
N 1.5185 -0.6654 0.0010 0.3 0.2 -0.2 0.0611
C 0.5342 0.0455 0.8864 -0.1 0.1 -0.2 0.5777
O 1.0412 0.8935 1.6318 -0.1 -0.1 -0.2 -0.7249
C -0.7477 -0.1500 0.4299 0.0 0.0 0.2 0.3978
C -1.2811 -1.2981 -0.3818 0.0 -0.1 0.0 -1.2807
C -1.7512 0.8910 0.8394 -0.1 0.1 0.1 -1.3487
H 0.9451 1.4638 -1.4869 -0.2 0.1 -0.1 0.1594
H 3.2001 -0.3760 -1.1538 0.0 -0.1 0.2 0.2669
H 2.8063 0.8590 0.2483 0.0 -0.2 0.0 0.3543
H 1.2267 -1.4732 -0.5368 0.0 0.1 0.1 0.2155
H 0.3125 1.1815 -1.1882 0.1 0.2 -0.1 -0.1457
H -2.0713 -1.8201 0.1757 0.1 0.1 -0.1 0.3043
H -0.5466 -2.0665 -0.6527 -0.1 0.1 0.1 0.3287
H -1.7394 -0.9444 -1.3168 0.1 0.0 0.1 0.2818
H -2.4364 1.1138 0.0093 0.1 -0.1 0.1 0.3636
H -2.3650 0.5709 1.6931 0.1 0.0 -0.1 0.3350
H -1.2354 1.8128 1.1267 -0.1 -0.2 0.0 0.3096

=====

18
Properties=species:S:1:pos:R:3:forces:R:3:mulliken_charge:R:1 method="wB97M-V/def2-TZVPD" lumo_energy_ha="-0.0011 / -0.0011" orbital_gap_ev="7.62 / 7.61" e_above_lowest_kj_mol=795.9
C -0.4449 -1.0010 -2.1042 0.1 -0.1 0.2 -1.1255
C 0.0265 -0.1288 -0.9710 -0.5 0.4 0.2 -0.7144
C 0.1141 -0.1991 0.4421 0.7 0.3 -0.7 0.8804
C 1.2533 -0.9279 1.2146 -0.1 0.0 -0.1 -1.3488
N -0.0876 1.1640 0.9177 0.6 0.7 -0.5 -0.5551
C -1.2803 1.3214 1.4628 0.8 0.3 -0.5 0.0521
O -2.1230 0.3442 1.5491 1.5 -0.6 -0.9 -0.5439
H -0.5279 -2.0695 -1.9053 0.3 0.1 -0.1 0.3311
H -1.4633 -0.6134 -2.2863 0.2 -0.3 0.1 0.2855
H 0.0734 -0.7785 -3.0489 0.1 -0.2 0.5 0.3464
H 2.0043 1.2833 -1.1258 -1.3 0.2 0.8 -0.0241
H -0.1774 0.8777 -1.2750 -0.3 0.5 0.0 0.1869
H -1.3976 -0.4670 0.8703 -0.4 1.4 0.9 0.5701
H 1.0657 -1.8953 1.6978 -0.5 0.3 -0.2 0.2828
H 2.1051 -1.0818 0.5440 -0.2 0.1 0.0 0.3647
H 1.6101 -0.2432 1.9975 -0.2 -0.2 -0.2 0.3249
H 0.7975 2.1045 0.1692 -0.9 -2.5 0.8 0.3114
H -1.5479 2.3105 1.8514 -0.1 -0.4 -0.2 0.3754

=====

18
Properties=species:S:1:pos:R:3:forces:R:3:mulliken_charge:R:1 method="wB97M-V/def2-TZVPD" smiles="CC[C@@H](C)NC=O" lumo_energy_ha=0.0340 orbital_gap_ev=10.66 e_above_lowest_kj_mol=23.7
C 0.5884 0.3719 -2.1251 0.0 0.1 0.0 -1.1583
C -0.0988 -0.6104 -1.1812 0.0 0.0 0.0 -0.6844
C -0.4208 -0.0296 0.1964 -0.1 0.0 -0.1 0.4158
C -1.2966 -0.9805 1.0235 0.0 0.0 0.0 -1.3308
N 0.8165 0.3188 0.8883 0.0 0.0 0.1 -0.1193
C 0.8298 1.2423 1.8825 -0.1 0.0 0.0 -0.1171
O -0.1375 1.8893 2.2360 0.3 -0.2 -0.1 -0.5486
H -0.0534 1.2389 -2.3184 0.1 -0.1 0.0 0.3096
H 1.5260 0.7446 -1.6988 -0.1 0.0 -0.1 0.2953
H 0.8180 -0.0997 -3.0861 0.0 0.1 0.1 0.3557
H -1.0380 -0.9609 -1.6267 0.1 0.1 0.1 0.3295
H 0.5240 -1.5093 -1.0482 -0.1 0.1 0.0 0.3505
H -0.9569 0.9178 0.0728 0.1 -0.1 0.0 0.2557
H -2.3550 -0.8233 0.7956 0.1 -0.1 0.0 0.3159
H -1.0578 -2.0289 0.8082 0.0 0.1 0.1 0.3053
H -1.1557 -0.7992 2.0920 -0.1 0.0 -0.1 0.3948
H 1.6393 -0.2490 0.7463 -0.1 0.1 0.0 0.2699
H 1.8286 1.3673 2.3428 -0.1 0.0 0.0 0.3606

=====

18
Properties=species:S:1:pos:R:3:forces:R:3:mulliken_charge:R:1 method="wB97M-V/def2-TZVPD" smiles="CC(C)[C@@H](N)C=O" lumo_energy_ha=0.0289 orbital_gap_ev=10.04 e_above_lowest_kj_mol=259.6
O 0.2775 2.7324 0.5729 1.0 0.4 -0.7 -0.4860
C 1.1360 1.9314 0.3170 -3.4 -3.5 2.0 -0.1165
C 0.8667 0.3201 0.4739 -1.7 2.7 -3.2 -0.1804
C -0.6742 0.0170 0.2612 2.8 -2.2 -1.7 0.6312
C -1.0188 -1.3324 0.8090 -3.4 1.3 4.3 -1.6785
C -1.0202 0.0466 -1.2277 -2.0 1.2 -0.2 -1.3171
N 1.8626 -0.2728 -0.4640 0.3 -2.9 1.8 -0.6556
H 2.1690 1.9633 0.2094 2.4 1.6 -0.7 0.4285
H 0.9016 0.2130 1.5396 1.6 -0.8 0.6 0.4109
H -1.2015 0.7136 0.8301 -0.9 1.5 0.5 0.3435
H -0.5588 -2.1398 0.4088 1.1 -2.5 -2.0 0.4429
H -2.1783 -1.4244 0.8862 1.9 -0.3 -0.8 0.3416
H -0.7949 -1.4885 1.9202 0.1 0.7 -1.1 0.3507
H -2.0946 -0.3150 -1.3307 1.0 0.8 0.1 0.3738
H -0.9725 1.1658 -1.4723 0.0 -1.7 -0.6 0.3152
H -0.5023 -0.6508 -1.9334 0.3 0.9 0.9 0.2964
H 1.9760 -1.3275 -0.3171 -0.2 2.1 -0.2 0.2587
H 1.8266 -0.1519 -1.4831 -0.8 0.5 0.9 0.2406

=====

18
Properties=species:S:1:pos:R:3:forces:R:3:mulliken_charge:R:1 method="wB97M-V/def2-TZVPD" smiles="C=C(C)NC=O.C" lumo_energy_ha=0.0301 orbital_gap_ev=10.42 e_above_lowest_kj_mol=124.3
C 2.1132 0.2297 -1.2915 0.0 0.0 0.0 -0.7182
C 0.2556 -1.4629 0.5244 -0.1 0.1 0.0 -0.8872
C -0.7666 -0.6151 0.5128 0.1 -0.3 -0.1 0.3361
C -1.8454 -0.6003 -0.5313 0.0 0.0 0.0 -1.0871
N -0.8414 0.4281 1.4996 0.0 0.1 -0.1 -0.0633
C -0.5230 1.7197 1.2080 0.0 0.0 -0.1 -0.0295
O -0.1603 2.1186 0.1198 -0.2 -0.1 0.4 -0.5235
H 1.9933 0.3420 -2.3716 0.2 0.0 0.1 0.2797
H 2.7546 1.0173 -0.8892 0.0 -0.1 -0.2 0.2637
H 2.5456 -0.7507 -1.0654 0.0 0.2 -0.1 0.2601
H 0.3605 -2.2138 -0.2558 -0.1 0.1 0.2 0.3341
H 1.0746 -1.3582 1.2326 -0.3 -0.1 0.0 0.3335
H 1.1371 0.3179 -0.8232 0.3 0.1 -0.2 -0.0514
H -1.6787 -1.3846 -1.2752 0.0 0.1 0.1 0.3277
H -2.8338 -0.7464 -0.0815 0.1 0.1 0.0 0.3183
H -1.8411 0.3709 -1.0386 0.0 -0.1 0.1 0.3031
H -1.1148 0.2004 2.4424 0.1 0.0 -0.1 0.2447
H -0.6294 2.3872 2.0836 0.0 -0.1 -0.1 0.3591